54
Properties=species:S:1:pos:R:3 method="wB97M-V/def2-TZVPD" homo_lumo_gap_ev=3.62 multiplicity=1 homo_energy_ha=-0.162 mol_weight_g_mol=554.6 e_tot_ha=-1784.12571 max_force_ha_per_bohr=0.0712 e_lumo_ha=-0.0286 charge=0
Pb -1.194 -1.752 0.479
P 3.697 -0.145 -0.610
P -3.224 0.557 0.996
N -1.321 0.083 -0.874
H 3.481 0.008 0.788
C 4.004 -1.892 -0.939
H 4.949 -1.971 -1.495
H 3.198 -2.324 -1.548
H 4.085 -2.451 0.004
C 5.175 0.767 -1.046
H 5.930 0.067 -1.431
H 5.539 1.251 -0.129
H 4.943 1.524 -1.804
C 2.252 0.369 -1.546
H 2.545 0.617 -2.577
H 1.778 1.248 -1.084
H 1.493 -0.430 -1.587
C -4.656 0.095 2.043
H -5.122 0.987 2.491
H -4.317 -0.599 2.824
H -5.382 -0.422 1.395
C -2.212 1.535 2.190
H -2.786 1.705 3.114
H -1.944 2.494 1.723
H -1.289 0.982 2.427
C -3.957 1.870 -0.053
H -5.042 1.724 -0.118
H -3.519 1.788 -1.054
H -3.727 2.858 0.363
C -1.461 0.144 -2.186
C -1.930 -0.791 -4.415
C -1.702 -0.983 -3.063
C -1.393 1.451 -2.805
C -1.642 1.619 -4.159
C -1.891 0.500 -4.976
H -2.144 -1.654 -5.053
H -1.720 -1.985 -2.615
H -1.152 2.296 -2.151
H -1.639 2.629 -4.578
H -2.057 0.635 -6.046
C 1.761 -0.683 1.962
O 0.833 -0.628 1.109
C 2.397 -1.988 2.312
H 1.864 -2.422 3.172
H 3.445 -1.836 2.603
H 2.348 -2.693 1.468
C 2.110 0.521 2.763
H 1.500 0.525 3.678
H 1.924 1.435 2.183
H 3.161 0.483 3.066
O -0.356 -1.243 3.817
C -1.478 -1.777 3.717
O -2.234 -1.809 2.660
H -1.923 -2.290 4.595